145
Properties=species:S:1:pos:R:3:forces:R:3 method="wB97M-V/def2-TZVPD" e_homo_ha=-0.3291 orbital_gap_ha=0.3197 smiles="O=S1(=O)OCCO1.O=S1(=O)OCCO1.O=S1(=O)OCCO1.CNC(C)=O.CNC(C)=O.CNC(C)=O.CNC(C)=O.CNC(C)=O.C1CCOC1.C1CCOC1.C1CCOC1.C1CCOC1" spin_multiplicity=1
C -15.19121 7.63375 -21.47459 -0.1 0.0 -0.2
C -14.74885 8.83175 -20.64387 -3.0 -0.8 1.0
O -15.56463 9.72926 -20.37978 0.9 0.0 -1.2
N -13.55711 8.82931 -20.12448 2.6 -1.1 1.0
C -12.89978 9.97918 -19.58388 0.4 1.6 -0.4
H -16.19245 7.30525 -21.19583 -0.3 0.8 -0.3
H -14.69080 6.66619 -21.51362 1.0 0.4 0.5
H -15.10215 8.05564 -22.47568 -0.7 -0.3 -0.3
H -13.09625 7.94450 -19.96695 0.0 0.1 -0.6
H -13.57620 10.71674 -19.15195 -0.2 -0.5 0.4
H -12.45664 10.51066 -20.42606 0.2 0.2 -0.2
H -12.05423 9.78507 -18.92399 -0.4 -0.5 0.2
C -17.70664 13.85174 -16.01843 0.0 0.1 -0.8
C -16.67761 14.93759 -15.69664 -0.3 2.0 0.1
O -17.01986 16.09786 -15.42757 -0.2 -1.2 0.2
N -15.37143 14.65060 -15.86491 -0.5 -1.3 -0.4
C -14.27362 15.50546 -15.51319 0.3 0.3 0.1
H -17.31210 13.03241 -16.61939 0.3 0.0 0.1
H -18.44996 14.33448 -16.65288 -0.1 0.1 0.0
H -18.28628 13.39388 -15.21689 0.4 0.4 0.5
H -15.19865 13.74297 -16.27291 0.4 0.4 0.3
H -13.36442 15.23283 -16.04903 -0.2 -0.1 -0.4
H -13.99870 15.40304 -14.46341 -0.2 0.1 0.2
H -14.50875 16.55096 -15.71254 -0.1 -0.1 0.0
C -19.06236 0.80485 -20.11407 -0.2 0.6 -0.1
C -18.01729 1.82004 -19.67693 1.5 0.9 1.0
O -17.21288 1.58181 -18.79538 0.0 -0.7 0.3
N -18.00407 3.09122 -20.21845 -1.6 -1.3 -0.6
C -17.05158 4.18217 -19.97053 -1.0 -1.1 -0.8
H -19.98596 1.34285 -20.32763 -0.1 -0.2 -0.1
H -19.24097 0.10440 -19.29824 0.1 0.2 0.0
H -18.78701 0.21141 -20.98591 0.2 0.2 -0.1
H -18.52972 3.10111 -21.08083 0.0 0.7 0.0
H -16.48184 4.17636 -20.89975 0.9 0.6 0.5
H -16.50057 4.00715 -19.04649 0.1 -0.1 -0.4
H -17.63239 5.10293 -19.91619 0.1 0.1 0.2
C -18.29310 11.92247 -19.52841 0.0 0.8 -1.0
C -18.74914 10.63174 -18.93871 1.1 0.0 0.3
O -19.59484 10.53200 -18.09121 -2.1 0.3 1.4
N -18.07722 9.53697 -19.31627 0.7 -1.5 -0.4
C -18.37344 8.22023 -18.77377 0.3 -0.3 0.1
H -17.59539 11.68621 -20.33183 0.3 0.4 0.1
H -17.91202 12.67156 -18.83433 0.6 -0.7 0.4
H -19.08865 12.53360 -19.95469 -0.5 -0.6 -0.3
H -17.17733 9.58219 -19.77262 -0.1 0.5 -0.3
H -18.47250 8.18148 -17.68897 -0.6 0.4 0.0
H -17.55069 7.51780 -18.90710 0.4 0.3 -0.5
H -19.21637 7.75910 -19.28848 -0.3 0.1 0.5
C -21.44556 11.85763 -21.73455 0.3 0.2 0.5
C -22.64073 11.62611 -22.64927 0.9 0.2 -1.0
O -23.55156 12.40968 -22.67281 -1.5 1.1 0.4
N -22.56955 10.63202 -23.56463 -0.1 -1.1 -1.3
C -23.59496 10.34574 -24.62512 0.4 0.3 1.4
H -21.49379 11.23765 -20.83934 0.2 -0.4 -0.2
H -21.44393 12.87184 -21.33520 -0.6 0.1 -0.2
H -20.47438 11.79412 -22.22535 -0.1 -0.7 -0.1
H -21.83532 9.94321 -23.48375 0.1 0.1 0.2
H -24.27953 9.58910 -24.24175 -0.3 0.2 0.0
H -23.16961 9.91037 -25.52935 0.5 0.3 0.2
H -24.13517 11.25924 -24.87368 0.1 -0.1 0.1
C -17.04136 9.72274 -14.00543 -0.6 -0.9 1.6
C -17.42306 9.46768 -15.44463 0.7 -1.3 -0.6
O -16.77194 10.48341 -16.13726 3.0 2.5 -0.4
S -15.21179 10.70184 -15.48486 -0.7 -3.9 -0.5
O -14.74976 12.05068 -15.58768 -0.5 -1.7 0.2
O -14.36263 9.56625 -16.04285 -2.6 3.8 2.1
O -15.74953 10.35326 -13.88250 1.0 0.8 -3.5
H -16.89198 8.80463 -13.43723 -0.5 -0.1 -0.1
H -17.79567 10.34579 -13.52489 0.2 0.2 0.1
H -18.46275 9.46824 -15.77195 -0.2 0.6 0.7
H -17.04052 8.53089 -15.84981 0.2 -0.4 0.4
C -14.39100 11.94134 -23.83228 -1.6 0.4 1.3
C -15.79187 11.72092 -23.28265 -0.7 -2.2 1.2
O -16.72497 11.84750 -24.32823 -0.1 0.6 -2.4
S -16.06261 12.68949 -25.58880 -2.5 0.4 0.5
O -16.89133 13.88656 -25.85105 2.8 -2.7 1.0
O -15.81575 11.77553 -26.67531 0.3 1.0 1.2
O -14.75298 12.97266 -24.67894 0.6 2.8 -3.6
H -13.94476 11.08296 -24.33443 0.1 0.1 0.1
H -13.81316 12.43664 -23.05198 0.5 -0.6 -0.2
H -16.15879 12.42470 -22.53555 0.8 -0.1 0.3
H -15.89781 10.68287 -22.96747 -0.1 0.1 0.6
C -14.08055 6.69987 -15.76173 -0.4 -0.7 -1.8
C -14.22085 6.91287 -17.35472 1.1 -1.0 1.8
O -15.34816 6.20558 -17.71195 -4.0 -2.2 0.5
S -16.13318 5.33337 -16.40191 2.2 1.6 0.2
O -15.55557 4.01547 -16.29585 -0.8 1.6 -0.5
O -17.55682 5.54496 -16.33046 1.9 0.0 -0.6
O -15.39986 6.34243 -15.33121 -1.3 -0.3 -0.1
H -13.69675 7.56482 -15.22074 -0.3 -0.3 0.0
H -13.52090 5.77074 -15.65405 0.6 0.4 0.3
H -13.43677 6.27969 -17.76992 0.8 0.8 -0.3
H -14.30148 7.92260 -17.75726 0.2 0.0 0.4
C -14.29701 14.02610 -20.88942 -0.3 -1.2 -0.2
C -15.35548 14.96466 -20.38694 1.0 1.4 -0.2
C -15.34880 14.70314 -18.89737 -1.2 -0.2 0.1
O -14.51342 13.56025 -18.66423 0.2 0.0 0.1
C -13.49081 13.65722 -19.67768 -0.1 0.2 0.6
H -13.70232 14.22750 -21.78042 -0.3 0.5 0.0
H -14.91377 13.14007 -21.03990 0.6 -0.6 -0.5
H -16.32608 14.78527 -20.84938 0.2 0.4 -0.1
H -14.95416 15.97250 -20.49323 -0.8 0.3 -0.5
H -16.37480 14.52620 -18.57469 0.1 -0.6 0.3
H -15.09056 15.61873 -18.36529 0.8 -0.2 0.3
H -12.93854 12.74503 -19.90355 -0.3 -0.4 0.7
H -12.75785 14.35621 -19.27484 0.1 0.5 -0.5
C -22.63890 7.29878 -18.16628 0.1 1.7 0.5
C -21.42833 6.66656 -17.49903 -0.6 -0.4 1.6
C -21.17468 5.42929 -18.29922 -0.5 -0.5 -0.9
O -21.88975 5.62384 -19.52875 0.1 0.4 -1.3
C -23.08900 6.38583 -19.25570 0.3 -1.1 -0.2
H -22.37333 8.21299 -18.69712 0.2 0.3 0.4
H -23.32480 7.57269 -17.36464 -0.5 0.0 -0.5
H -21.78475 6.35534 -16.51709 0.3 0.0 0.3
H -20.57219 7.31353 -17.30784 -0.1 0.0 -0.5
H -21.62738 4.51596 -17.91323 0.2 0.0 0.8
H -20.11331 5.23987 -18.45959 0.0 0.0 -0.5
H -23.92664 5.70732 -19.09421 0.0 -0.2 0.7
H -23.42885 6.97062 -20.11047 0.6 -0.2 -0.4
C -21.96506 12.28089 -16.62592 -1.2 0.5 0.0
C -22.68308 10.96909 -16.66341 2.0 -1.2 1.1
C -22.09624 10.41472 -15.32300 -1.3 -0.7 -1.0
O -22.20711 11.48115 -14.37716 -0.4 0.7 -0.6
C -22.27545 12.72659 -15.13130 1.3 0.0 -2.1
H -22.37071 12.79138 -17.49939 0.1 1.2 0.5
H -20.89725 12.14271 -16.79558 -0.1 -0.1 0.2
H -22.39237 10.34680 -17.50978 0.0 0.0 0.0
H -23.76728 11.07775 -16.63495 0.0 0.0 0.2
H -21.06561 10.06204 -15.36210 0.3 0.4 -0.5
H -22.65619 9.50175 -15.12042 -0.4 0.2 1.2
H -21.48332 13.43695 -14.89463 0.2 -0.3 0.8
H -23.19823 13.29997 -15.04283 -0.4 -0.6 0.2
C -19.20141 6.90985 -23.34770 0.2 -0.7 -0.2
C -20.35939 6.45701 -22.44776 0.4 1.8 0.2
C -20.67848 7.87791 -21.80705 -1.6 -1.8 0.4
O -20.50060 8.87556 -22.76590 0.2 -1.0 -1.3
C -19.37578 8.41755 -23.53142 0.8 0.7 0.1
H -19.29895 6.39689 -24.30450 0.3 0.1 -0.1
H -18.21340 6.67637 -22.95094 0.0 0.0 0.1
H -20.15630 5.70074 -21.68953 0.2 0.2 0.0
H -21.12331 6.05287 -23.11198 -0.5 0.4 0.4
H -20.01894 8.06369 -20.95935 -0.1 -0.1 0.1
H -21.73044 7.90215 -21.52264 0.1 0.2 0.5
H -18.57674 9.01863 -23.09744 0.7 -0.3 -0.3
H -19.42116 8.63688 -24.59816 -0.5 0.5 0.1